Arrangement 1

DFT (wB97M-V/def2-TZVPD) results for one molecule with the formula C6H9NOS4.

Geometry (Å):
1 O -0.671 2.117 1.779
2 C -0.122 1.387 0.978
3 N 1.146 0.927 1.045
4 C 1.894 0.089 0.070
5 C 1.351 -1.321 0.059
6 C 0.175 -1.571 -0.866
7 C -1.018 -0.823 -0.254
8 S -1.786 -1.490 1.215
9 S -2.567 -1.517 -0.730
10 C -0.970 0.862 -0.211
11 S -0.465 1.432 -1.917
12 S -2.703 1.535 -0.124
13 H 1.487 1.003 2.003
14 H 2.992 0.242 0.487
15 H 1.745 0.430 -0.996
16 H 1.085 -1.400 1.037
17 H 2.041 -2.031 -0.213
18 H 0.261 -1.247 -1.810
19 H 0.015 -2.576 -1.033
20 H -0.978 2.740 -1.704
21 H -2.911 1.213 1.187

Results
spin multiplicity	1
frontier orbital gap	8.03	eV
total charge	0

***

Arrangement 2

DFT (wB97M-V/def2-TZVPD) results for a 2-piece molecular cluster, C6H9NOS4 overall.

Geometry (Å):
1 C -0.506 0.956 0.683
2 C -0.627 0.147 -2.075
3 C 0.697 0.718 -1.579
4 C -1.198 -0.753 -0.989
5 C 0.875 -1.379 1.795
6 C 0.439 1.533 -0.338
7 N -1.329 -0.012 0.245
8 O -0.574 1.396 1.819
9 S 0.213 3.318 -0.555
10 S 1.826 2.449 0.356
11 S 1.540 -2.906 1.498
12 S 0.659 -0.920 3.406
13 H -1.324 0.963 -2.282
14 H -0.477 -0.424 -2.991
15 H 1.382 -0.097 -1.329
16 H 1.167 1.343 -2.341
17 H -2.187 -1.125 -1.270
18 H -0.532 -1.613 -0.831
19 H -1.922 -0.411 0.959
20 H 1.769 -3.451 2.712
21 H 0.111 0.270 3.107

Results
spin multiplicity	1
frontier orbital gap	8.20	eV
total charge	0

***

Result of the stability comparison: arrangement 1 is the most stable of them.

***

Arrangement 1

DFT (wB97M-V/def2-TZVPD) results for C3H4I2O as an isolated structure.

Geometry (Å):
1 C 0.847 0.368 -0.377
2 C -0.511 0.104 0.162
3 C -0.915 -1.076 0.625
4 O 0.991 1.700 -0.955
5 I 0.420 -2.694 0.515
6 I -2.647 -1.452 1.682
7 H 1.142 -0.326 -1.124
8 H 1.615 0.377 0.280
9 H -1.015 1.104 0.374
10 H 0.072 1.894 -1.181

Results
spin multiplicity	1
frontier orbital gap	9.17	eV
total charge	0

***

Arrangement 2

DFT (wB97M-V/def2-TZVPD) results for C3H4I2O as an isolated structure.

Geometry (Å):
1 C -1.224 -0.466 0.944
2 C -0.311 0.439 0.566
3 C 1.019 0.136 0.175
4 O 0.342 -0.271 -2.111
5 I 1.802 -1.773 0.303
6 I 2.367 1.667 -0.169
7 H -2.231 -0.174 1.181
8 H -0.990 -1.516 1.001
9 H -0.585 1.487 0.507
10 H -0.189 0.472 -2.398

Results
spin multiplicity	1
frontier orbital gap (spin up / spin down)	6.82 / 6.82	eV
total charge	0

***

Result of the stability comparison: arrangement 1 is the most stable of them.